# 1
{"formula": "C2H7NO4", "method": "ωB97M-V/def2-TZVPD", "symbols": ["O", "C", "N", "C", "O", "H", "H", "H", "O", "H", "H", "O", "H", "H"], "positions_angstrom": [[-2.13, 0.28, -0.25], [-1.43, -0.63, -0.57], [-0.35, -0.57, -1.45], [0.32, 0.60, -1.82], [-0.06, 1.72, -1.64], [-1.61, -1.68, -0.30], [-0.10, -1.43, -1.90], [1.24, 0.36, -2.36], [-0.57, 1.00, 2.23], [-0.61, 1.60, 1.48], [-1.33, 0.43, 2.07], [2.37, -0.84, 1.35], [2.57, 0.07, 1.13], [1.70, -0.91, 2.03]], "lowdin_charge": [0.073, -0.311, 0.092, -0.313, 0.084, 0.135, 0.132, 0.132, -0.062, 0.029, 0.021, -0.064, 0.026, 0.024], "smiles": "O=CNC=O.O.O", "homo_ev": -10.396, "energy_ha": -436.12180, "e_above_lowest_kcal_mol": 19.9, "orbital_gap_ev": 10.838, "lumo_energy_ev": 0.44, "total_charge": 0}

=====

# 2
{"formula": "C2H7NO4", "method": "ωB97M-V/def2-TZVPD", "symbols": ["O", "C", "N", "C", "O", "H", "H", "H", "O", "H", "H", "O", "H", "H"], "positions_angstrom": [[0.31, -1.67, 2.94], [0.22, -0.80, 2.12], [1.25, 0.14, 1.95], [1.22, 1.02, 0.87], [0.28, 1.16, 0.15], [-0.61, -0.63, 1.44], [2.13, -0.06, 2.40], [2.23, 1.43, 0.69], [-2.32, -0.07, -1.27], [-3.16, -0.29, -0.85], [-2.05, -0.90, -1.67], [0.32, 0.55, -3.08], [-0.29, 0.49, -2.33], [0.47, -0.35, -3.38]], "lowdin_charge": [0.058, -0.296, 0.089, -0.306, 0.057, 0.132, 0.141, 0.138, -0.052, 0.042, 0.036, -0.067, -0.004, 0.032], "smiles": "O=CNC=O.O.O", "homo_ev": -10.313, "energy_ha": -436.12507, "e_above_lowest_kcal_mol": 17.8, "orbital_gap_ev": 10.743, "lumo_energy_ev": 0.43, "total_charge": 0}

=====

# 3
{"formula": "C2H7NO4P", "method": "ωB97M-V/def2-TZVPD", "symbols": ["C", "N", "C", "O", "P", "O", "O", "O", "H", "H", "H", "H", "H", "H", "H"], "positions_angstrom": [[-0.34, 1.74, 1.54], [-0.56, 0.55, 0.78], [0.33, 0.38, -0.33], [-0.03, 1.11, -1.50], [0.68, -1.67, -0.92], [1.68, -1.75, -2.01], [0.83, -2.52, 0.33], [-0.84, -2.05, -1.57], [-0.28, 2.60, 0.88], [-1.24, 1.80, 2.35], [0.64, 1.77, 2.04], [-0.59, -0.14, 1.42], [1.33, 0.58, -0.07], [-0.43, 0.28, -1.99], [-1.19, -2.67, -0.94]], "lowdin_charge": [-0.164, -0.110, -0.420, -0.108, 0.344, -0.366, -0.426, -0.229, 0.062, 0.116, 0.059, 0.045, 0.074, 0.103, 0.020], "smiles": "CN[C@H](O)[P@@](=O)([O-])O", "homo_ev": -4.832, "energy_ha": -777.58588, "e_above_lowest_kcal_mol": 28.1, "orbital_gap_ev": 8.610, "lumo_energy_ev": 3.78, "total_charge": -1}

=====

# 4
{"formula": "C2H7NO6", "method": "ωB97M-V/def2-TZVPD", "symbols": ["C", "C", "N", "O", "O", "O", "O", "O", "O", "H", "H", "H", "H", "H", "H", "H"], "positions_angstrom": [[-0.54, -0.16, 0.04], [1.28, 0.23, -0.23], [2.00, -0.82, 0.32], [-1.09, 0.71, -0.75], [-2.74, 0.84, -0.29], [-0.71, -1.50, -0.28], [-0.72, 0.07, 1.40], [1.42, 1.42, 0.44], [1.51, 0.34, -1.56], [-3.13, 0.70, -1.16], [-1.43, -1.85, 0.26], [-1.64, 0.39, 1.46], [1.05, 1.30, 1.33], [0.94, 1.05, -1.91], [2.10, -1.60, -0.32], [1.70, -1.13, 1.23]], "lowdin_charge": [-0.656, -0.591, 0.165, 0.054, -0.036, 0.076, 0.052, 0.084, 0.101, 0.059, 0.113, 0.114, 0.115, 0.127, 0.114, 0.108], "homo_ev": [-8.996, -8.998], "energy_ha": -586.48050, "orbital_gap_ev": [8.165, 8.162], "lumo_energy_ev": [-0.83, -0.84], "total_charge": 0}

=====

# 5
{"formula": "C2H7NOS", "method": "ωB97M-V/def2-TZVPD", "symbols": ["N", "C", "O", "H", "H", "H", "C", "S", "H", "H", "H", "H"], "positions_angstrom": [[0.32, 0.42, 1.71], [1.11, -0.69, 1.83], [1.76, -0.98, 2.80], [-0.56, 0.31, 1.24], [0.36, 1.03, 2.51], [0.85, -1.52, 1.15], [-1.16, -0.75, -1.85], [-0.87, 1.00, -2.04], [-0.48, -1.37, -2.44], [-1.02, -1.14, -0.84], [-2.17, -0.99, -2.17], [0.38, 1.21, -1.70]], "lowdin_charge": [0.114, -0.428, 0.016, 0.074, 0.104, 0.122, -0.529, 0.637, 0.033, 0.008, 0.030, -0.179], "smiles": "NC=O.CS", "homo_ev": -9.353, "energy_ha": -608.56805, "e_above_lowest_kcal_mol": 18.3, "orbital_gap_ev": 10.090, "lumo_energy_ev": 0.74, "total_charge": 0}

=====

# 6
{"formula": "C2H7NOS", "method": "ωB97M-V/def2-TZVPD", "symbols": ["C", "C", "N", "O", "S", "H", "H", "H", "H", "H", "H", "H"], "positions_angstrom": [[1.24, -1.53, 1.38], [-0.98, 1.23, -0.62], [0.35, 1.01, -0.57], [1.96, -1.35, 2.41], [1.38, 0.24, 0.44], [0.14, -1.05, 1.55], [1.72, -2.10, 0.65], [-1.05, 1.87, -1.53], [-1.76, 0.43, -0.86], [-1.53, 1.85, 0.26], [1.55, -0.59, 3.16], [2.19, 0.06, -0.57]], "lowdin_charge": [-0.492, -0.384, -0.518, -0.145, 0.933, 0.124, 0.073, 0.069, 0.063, 0.086, 0.242, -0.050], "homo_ev": -7.038, "energy_ha": -608.34374, "e_above_lowest_kcal_mol": 159.0, "orbital_gap_ev": 7.131, "lumo_energy_ev": 0.09, "total_charge": 0}

=====

# 7
{"formula": "C2H7NOS", "method": "ωB97M-V/def2-TZVPD", "symbols": ["C", "C", "N", "O", "S", "H", "H", "H", "H", "H", "H", "H"], "positions_angstrom": [[2.05, -1.39, 0.01], [-1.47, 0.70, 0.30], [-0.43, 1.15, -0.59], [2.19, 1.12, 0.54], [1.54, 0.19, -0.27], [1.83, -1.72, 1.03], [1.63, -2.27, -0.63], [-2.53, 0.94, -0.23], [-1.45, -0.43, 0.29], [-1.46, 1.08, 1.33], [-0.35, 2.07, -0.35], [2.07, 0.46, -1.60]], "mulliken_spin": [0.796, -0.046, 0.888, 0.033, 0.163, 0.024, 0.003, 0.080, 0.008, 0.012, -0.026, 0.065], "homo_ev": [-6.846, -8.882], "multiplicity": 3, "energy_ha": -608.31299, "e_above_lowest_kcal_mol": 67.0, "orbital_gap_ev": [7.634, 6.974], "s2": 2.010, "lumo_energy_ev": [0.79, -1.91], "total_charge": 0}

=====

# 8
{"formula": "C2H7NOS2", "method": "ωB97M-V/def2-TZVPD", "symbols": ["N", "C", "O", "H", "H", "H", "C", "S", "S", "H", "H", "H", "H"], "positions_angstrom": [[2.34, 0.48, -1.09], [2.26, -0.66, -0.30], [1.88, -0.75, 0.88], [1.47, 0.97, -1.37], [2.87, 0.31, -1.90], [2.88, -1.49, -0.73], [-1.28, -1.32, -0.87], [-1.97, -0.16, 0.20], [-0.61, 1.32, 0.63], [-0.96, -0.74, -1.72], [-1.94, -2.11, -1.28], [-0.40, -1.80, -0.42], [0.04, 0.84, 1.66]], "lowdin_charge": [0.095, -0.377, -0.039, 0.074, 0.055, 0.126, -0.551, 0.387, 0.343, 0.013, 0.057, 0.023, -0.206], "smiles": "NC=O.CSS", "homo_ev": -8.900, "energy_ha": -1006.75035, "e_above_lowest_kcal_mol": 21.1, "orbital_gap_ev": 9.618, "lumo_energy_ev": 0.72, "total_charge": 0}